# 1
63
Properties=species:S:1:pos:R:3:forces:R:3:lowdin_charge:R:1 method="wB97M-V/def2-TZVPD" smiles="CCc1cccc2c1C(=O)c1ccccc1C2=O.c1ccncc1.c1ccncc1.c1ccncc1" charge=0 e_tot_ev=-41130.83984
O 0.20010 -2.63444 -6.18750 -1.75 4.98 5.86 -0.05
O 0.53076 1.90162 -2.57072 -3.21 -6.40 -2.95 -0.05
N -1.87414 3.71455 5.50795 -0.29 0.89 -0.33 0.05
N 4.11177 -4.67995 0.22999 -0.28 -0.76 0.73 0.05
N 2.28505 0.85550 1.88782 -0.72 0.08 0.65 0.05
C -1.31414 -0.78900 -5.00651 -2.44 1.10 -0.37 -0.01
C 2.24058 -0.52913 -1.59906 0.13 -3.43 -2.73 0.02
C 0.28350 1.16263 3.81734 -0.06 -0.02 0.07 -0.08
C 1.18056 0.10248 3.89790 -0.11 0.22 -0.09 -0.08
C 1.08672 -1.80278 -3.91381 1.88 0.04 2.22 -0.04
C 3.19548 -6.60788 2.03748 0.00 0.01 0.00 -0.08
C 3.26187 -1.81386 -1.44497 -2.35 0.04 -2.65 -0.06
C -1.37686 5.92930 4.68618 -0.27 0.04 0.01 -0.07
C 2.14257 -3.07243 -3.75665 0.27 3.17 2.81 0.01
C 1.13896 -0.54800 -2.85759 1.43 -2.22 0.06 -0.02
C -3.64848 5.31417 5.16118 0.22 0.18 -0.08 -0.08
C -2.80134 2.63156 -2.80251 -0.96 -0.20 0.69 -0.22
C 3.54546 -4.33665 1.40723 0.41 -0.13 -0.84 -0.14
C -1.00294 4.65468 5.08074 -0.49 -0.70 0.32 -0.16
C -0.01621 -1.80302 -5.16589 1.41 -2.67 -2.30 -0.21
C 3.77264 -6.99300 0.83205 -0.10 0.10 0.21 -0.07
C -3.17772 4.06695 5.53896 0.83 -0.36 0.03 -0.15
C 3.07859 -5.25398 2.33483 0.04 -0.26 -0.10 -0.07
C 2.15564 -0.00664 2.91952 0.15 0.52 -0.73 -0.15
C 3.24369 -3.08382 -2.49907 -3.04 3.22 -0.92 -0.04
C -3.98928 1.06495 -4.79853 2.60 -2.54 -1.08 -0.02
C 0.09871 0.74404 -3.07866 2.66 3.01 1.85 -0.20
C 0.39219 2.06839 2.76744 0.03 -0.21 0.19 -0.08
C -2.64711 -1.10630 -5.96291 0.11 2.77 2.14 0.01
C -2.65288 1.37806 -3.84228 0.47 -1.44 -1.95 -0.09
C -4.02181 -0.16616 -5.90557 4.00 0.94 3.25 -0.04
C -1.27677 0.49123 -3.93048 -3.04 -1.08 -2.26 0.02
C -2.72681 6.26161 4.72759 -0.01 0.00 0.00 -0.08
C -3.80841 2.09924 -1.58220 0.50 -0.30 -0.01 -0.14
C 4.21335 -6.00181 -0.03019 -0.05 0.95 0.13 -0.15
C 1.39857 1.87370 1.83500 0.65 -0.62 -0.07 -0.15
H 2.32312 0.36115 -0.82402 -0.36 -2.09 -1.89 0.08
H 2.09919 -3.94725 -4.53387 0.07 1.97 1.71 0.09
H -4.70752 5.54185 5.20448 0.10 -0.04 0.01 0.10
H -4.96490 -0.38687 -6.60113 2.41 0.57 1.79 0.10
H 4.67368 -6.25175 -0.98166 -0.03 -0.05 0.06 0.10
H 1.12212 -0.62070 4.70341 0.02 0.06 -0.08 0.10
H -0.29056 2.90560 2.67699 0.05 -0.08 0.00 0.09
H -4.36671 2.98220 -1.04520 1.15 -1.71 -1.12 0.08
H -4.58285 1.32792 -2.01742 1.48 1.63 0.95 0.07
H 0.03833 4.34628 5.06325 -0.05 0.05 -0.01 0.10
H -1.81613 2.98571 -2.28564 -1.61 -1.01 -1.41 0.10
H 3.99013 -3.99732 -2.38549 -1.84 2.32 -0.16 0.08
H 2.63407 -4.92138 3.26598 0.04 -0.01 -0.10 0.10
H 1.52250 2.55157 0.99548 -0.05 -0.02 0.05 0.10
H -3.85727 3.29454 5.88811 0.02 0.09 -0.04 0.10
H 2.83948 -7.35641 2.73935 0.04 0.09 -0.09 0.11
H -3.12635 1.54082 -0.79329 -1.56 1.08 -1.58 0.08
H -4.95595 1.75807 -4.72043 2.50 -1.60 -0.02 0.10
H 4.04025 -1.83746 -0.53999 -1.97 0.07 -2.31 0.09
H -0.49356 1.28189 4.56674 0.07 0.06 -0.08 0.10
H 2.88148 -0.81475 2.94056 -0.06 0.04 0.03 0.09
H -0.63366 6.64535 4.35424 -0.05 -0.09 0.03 0.10
H -3.05801 7.25068 4.42477 0.04 -0.12 0.03 0.11
H 3.87728 -8.03980 0.57029 0.00 0.11 0.01 0.10
H 3.47349 -3.26840 1.59156 -0.04 -0.07 0.02 0.09
H -2.58917 -2.02192 -6.71149 -0.02 2.18 1.83 0.10
H -3.29430 3.60455 -3.27966 1.05 -2.38 0.60 0.12

# 2
12
Properties=species:S:1:pos:R:3:forces:R:3:lowdin_charge:R:1 method="wB97M-V/def2-TZVPD" smiles="[H]/N=C(/CF)NN" charge=0 e_tot_ev=-9357.52637
F 1.35107 0.29765 -1.65667 -0.07 -0.54 -0.58 -0.04
N -0.89626 1.43948 0.07306 -0.64 -1.42 0.48 0.03
N 0.32069 -1.93442 0.57776 0.32 0.98 -0.79 0.13
N -1.00691 -0.02186 0.23798 -0.28 2.09 -0.18 -0.04
C 1.42615 -0.05741 -0.33148 1.15 0.72 1.69 -0.19
C 0.18116 -0.71731 0.18205 0.37 -1.85 0.15 -0.44
H -1.85855 -0.45583 -0.11789 0.52 0.12 0.26 0.13
H -1.34024 1.67592 -0.79186 0.03 0.16 -0.80 0.07
H -1.48683 1.89134 0.77543 0.33 -0.47 0.10 0.08
H 1.54339 0.90811 0.17887 0.13 -0.32 0.20 0.10
H 2.31029 -0.72237 -0.05602 -1.20 0.73 -0.93 0.14
H -0.54395 -2.30330 0.92877 -0.65 -0.22 0.41 0.03

# 3
8
Properties=species:S:1:pos:R:3:forces:R:3:lowdin_charge:R:1 method="wB97M-V/def2-TZVPD" smiles="C=CN=C=O" charge=0 e_tot_ev=-6694.14842
O 0.43610 0.73512 2.26275 -0.70 0.09 -0.61 0.19
N 0.38851 1.18075 -0.07783 -0.45 0.92 0.30 0.08
C 0.15541 0.11742 -0.94421 -0.30 -0.07 0.11 -0.24
C -0.55173 -0.90030 -0.42435 0.14 1.24 2.15 0.01
C 0.23669 0.87090 1.12201 1.97 1.06 0.23 -0.37
H 0.53594 0.21766 -1.96099 0.25 -0.23 0.42 0.11
H -1.02662 -0.29569 0.65646 0.63 -3.50 -2.80 0.15
H -0.17430 -1.92586 -0.63384 -1.54 0.49 0.20 0.07

# 4
64
Properties=species:S:1:pos:R:3:forces:R:3:lowdin_charge:R:1 method="wB97M-V/def2-TZVPD" charge=+1 e_tot_ev=-36513.01023
O -2.63579 1.86428 2.64901 0.11 -0.34 1.32 -0.04
O 3.11360 -1.91997 1.29807 -0.69 1.02 -1.39 -0.03
O -1.69674 0.45789 -4.19207 -0.16 0.10 -0.47 -0.08
O -2.69899 -1.12939 1.15751 0.18 -0.36 0.01 -0.06
O -4.07382 -0.52440 -1.11145 0.31 -0.69 1.50 -0.06
O 1.37825 1.67232 3.28960 0.39 0.13 0.25 -0.05
O -2.51142 -3.18371 3.30282 0.16 -0.12 -0.52 -0.08
O -0.65064 0.16472 2.40811 -0.68 0.19 0.42 -0.11
O 1.15766 -4.30464 -1.19588 0.33 -0.15 0.31 -0.05
O 0.05246 -2.32572 3.33874 0.10 0.16 -0.10 -0.07
O 1.47190 0.06432 -4.34827 -1.10 -0.05 -0.72 -0.05
O -2.96280 1.62013 -2.07479 0.18 -0.48 -0.60 -0.07
O -2.34031 2.77146 0.14030 0.44 0.61 0.17 -0.07
N 2.83030 0.06889 -0.84234 -0.96 -0.49 -0.03 0.03
N 0.84455 -1.48139 -2.22580 -1.09 1.47 0.22 0.17
C -0.41370 -0.71522 -1.84479 0.26 0.16 -0.21 -0.14
C 3.77844 1.48668 0.91785 -0.68 0.24 -0.20 -0.05
C 1.39811 1.84403 0.20479 -0.59 0.28 -0.70 -0.15
C 0.38981 1.40943 -0.87870 -0.73 1.81 1.18 -0.18
C 2.78162 1.43132 -0.25741 1.48 -0.65 0.91 -0.39
C -0.26914 0.06797 -0.54173 1.55 -0.46 -1.43 -0.16
H 3.16417 2.04617 -1.07267 -0.26 0.47 0.13 0.14
H -3.28319 0.71311 -1.80006 -0.60 0.72 -0.06 0.03
H -0.36406 -1.43981 3.33400 0.50 -0.05 -0.13 0.02
H -4.81822 -0.54131 -0.48097 -0.13 0.28 -0.79 0.09
H 4.65988 0.95157 0.64623 1.02 0.07 -0.25 0.07
H -2.76839 -2.25511 3.38185 0.21 -0.26 0.24 0.03
H 1.30757 2.92352 0.35926 0.52 0.10 -0.32 0.13
H -1.52848 -3.21222 3.24667 -0.72 0.32 0.35 0.01
H 0.87090 1.60171 -1.84085 0.18 -1.17 -0.16 0.12
H -0.48941 -0.00643 -2.66303 -0.52 -0.30 0.21 0.06
H -3.19826 1.43107 2.00380 -0.09 0.58 -0.36 0.05
H 1.62528 -0.80977 -2.05750 0.44 -0.44 0.69 0.10
H -2.48803 2.79019 2.42878 -0.33 -0.35 -0.57 0.06
H 0.83369 -1.51221 -3.24266 0.08 -0.95 0.11 0.12
H -1.84053 -0.82351 1.49842 0.16 0.48 0.00 0.00
H -2.40084 2.22181 -0.66065 -0.40 0.02 -0.05 -0.03
H 3.99193 2.50944 1.23272 0.13 -0.07 0.02 0.09
H 1.17141 1.50272 1.22526 0.19 -0.41 -0.88 0.07
H 3.78083 -0.25804 -0.95744 0.25 0.39 -0.12 0.09
H 1.19893 1.65226 4.23355 -0.06 0.01 0.14 0.07
H -1.19958 0.18144 -0.00460 -0.02 0.18 -0.24 0.07
H 3.40402 0.90974 1.76243 -0.30 0.08 0.15 0.05
H -2.40701 0.31615 -4.82947 0.12 0.05 0.04 0.06
H -1.36248 0.81609 2.66075 0.16 -0.19 -0.14 0.03
H -0.39225 2.17581 -0.95983 0.04 -0.34 0.34 0.08
H 2.31444 1.88551 3.20221 -0.06 0.11 0.05 0.05
H 0.83250 -2.35948 -1.70306 0.81 -0.32 -0.38 0.11
H 2.86751 -1.26128 1.95195 0.24 -0.56 0.50 0.04
H 3.54615 -2.68032 1.63945 0.42 -0.63 1.04 0.04
H -1.73948 3.46680 -0.15448 -0.17 0.13 0.29 0.05
H 0.10490 0.74970 2.26537 0.09 -0.35 0.25 0.01
H 0.68013 -2.33095 4.06477 -0.06 -0.03 0.14 0.06
H -2.64222 -2.07335 1.35771 -0.44 -0.33 0.06 0.06
H 2.45802 -0.63157 -0.20325 0.11 0.28 0.22 0.04
H -3.74062 2.14922 -2.29738 0.05 -0.21 0.13 0.10
H 0.87009 -4.75773 -0.39366 -0.37 0.16 -0.02 0.06
H 0.60747 -0.04911 -4.79788 0.28 -0.21 0.33 0.05
H -2.08962 1.02284 -3.49303 -0.01 -0.11 -0.26 0.00
H -1.21274 -1.44149 -1.86586 -0.36 -0.04 -0.04 0.13
H 2.06833 -4.62107 -1.26243 -0.02 0.17 -0.31 0.06
H -3.38768 -0.78382 -0.43528 -0.14 0.01 -0.57 0.02
H 1.62667 0.96799 -4.62271 0.64 0.45 0.15 0.06
H 0.42487 -0.47529 0.10998 -0.41 -0.12 0.16 0.11

# 5
84
Properties=species:S:1:pos:R:3:forces:R:3:lowdin_charge:R:1 method="wB97M-V/def2-TZVPD" multiplicity=3 charge=0 e_tot_ev=-80235.88780
Pt 0.66204 -0.63755 0.67051 0.35 -0.20 -0.19 0.34
Te 0.02209 -3.23761 1.60436 -0.14 0.38 -0.04 1.25
S -1.10712 1.48100 0.34356 0.20 -0.25 0.32 0.59
P 2.28275 0.63217 1.66446 -0.28 -0.26 -0.09 0.57
Si -0.82905 -5.47234 3.97551 -0.01 0.00 -0.06 0.37
Si 3.14312 -4.20223 0.47187 -0.01 0.01 -0.05 0.39
N -1.30693 0.88225 2.99494 0.02 0.06 0.04 0.02
N -2.45516 -0.43886 1.67752 -0.15 0.28 -0.10 0.01
C 0.68011 -1.49413 -6.69614 0.00 -0.02 -0.02 -0.10
C 3.76667 -3.80194 2.18447 0.07 -0.02 0.03 -0.19
C -0.08792 -1.02035 -4.46725 0.06 0.07 -0.05 -0.02
C -4.01447 -4.98973 -3.99940 0.04 0.04 0.00 -0.09
C -1.77408 -0.19053 3.85750 -0.04 -0.03 0.13 -0.14
C -2.98679 -4.06587 -4.09108 -0.15 -0.04 -0.06 -0.04
C -0.76632 -6.84143 2.70932 -0.02 -0.02 -0.07 -0.18
C -1.13316 -2.75600 -3.04161 -0.07 -0.08 -0.08 -0.14
C 1.88053 2.23824 2.42422 0.12 0.14 0.12 -0.29
C -0.18074 -1.59064 -0.89516 -0.24 -0.02 -0.02 -0.34
C -2.92339 -0.75721 3.01735 0.02 -0.13 0.04 -0.14
C 3.98359 -5.76214 -0.11925 -0.04 -0.10 0.05 -0.18
C -1.58776 0.59955 1.70400 -0.33 0.36 -0.40 -0.92
C -3.54421 -5.28789 -1.66949 -0.02 -0.01 0.01 -0.09
C 0.42823 -4.17037 3.50649 0.20 0.04 0.01 -0.57
C -2.51987 -4.36407 -1.75666 -0.06 -0.07 0.03 -0.03
C 3.39875 1.12723 0.31521 0.06 0.16 0.02 -0.27
C 3.45531 -0.05487 2.87078 0.06 0.04 0.13 -0.27
C -2.55212 -4.75639 4.02449 -0.09 0.02 0.00 -0.19
C -0.53665 -2.33550 -4.31749 -0.02 -0.02 0.20 -0.19
C -0.34370 -3.22553 -5.37690 0.04 -0.08 -0.11 -0.05
C 1.29606 -4.52291 0.48245 -0.18 -0.05 -0.11 -0.54
C -2.20545 -3.74145 -2.97298 0.15 0.14 -0.04 -0.18
C -0.41321 -6.15415 5.66387 0.06 -0.02 0.04 -0.18
C 3.50866 -2.81216 -0.70566 -0.09 0.23 0.09 -0.18
C -4.29639 -5.61405 -2.79170 -0.02 -0.03 -0.02 -0.10
C 0.25861 -2.80904 -6.55268 0.00 0.03 0.02 -0.09
C -0.65280 -2.16170 -1.87737 0.06 0.01 0.12 -0.18
C 0.50607 -0.60348 -5.64542 -0.01 0.00 0.03 -0.09
H 4.84039 -3.61105 2.14113 0.06 0.06 0.04 0.04
H -0.99243 -0.94653 3.99747 0.01 0.00 0.01 0.10
H -2.80954 -3.56592 -5.03358 -0.01 -0.01 0.03 0.11
H 2.92980 -0.34507 3.78099 -0.02 0.00 0.01 0.04
H -3.87525 -0.26336 3.23675 0.04 0.04 0.02 0.12
H -0.21407 -0.33228 -3.64147 0.00 0.01 0.01 0.11
H 2.83716 1.69808 -0.42395 -0.01 0.01 0.01 0.05
H -0.49869 1.44398 3.20269 -0.02 -0.06 -0.02 0.10
H 0.40709 -3.51819 -7.35636 0.01 -0.01 -0.03 0.10
H 1.14585 -1.16883 -7.61625 0.02 0.01 -0.03 0.10
H -3.03745 -1.83001 3.15618 -0.03 -0.03 0.00 0.09
H -0.34726 -5.35690 6.40453 0.00 0.05 0.05 0.03
H -3.27841 -5.56792 4.08504 -0.07 -0.03 0.04 0.03
H 0.54284 -6.67808 5.65235 0.07 -0.02 0.01 0.03
H -2.09941 0.18509 4.82710 0.02 -0.04 -0.05 0.12
H 4.23546 0.66643 3.12010 0.01 0.03 0.02 0.05
H -2.70160 -4.11779 4.89602 0.00 0.08 0.04 0.03
H -1.94839 -4.10890 -0.87643 0.09 0.04 0.10 0.07
H 0.83527 0.42272 -5.74267 0.01 0.02 -0.02 0.10
H 0.52325 -3.37812 4.25005 -0.03 0.03 0.04 0.00
H 5.06801 -5.65973 -0.09269 0.10 0.02 -0.01 0.03
H 1.40861 -4.63181 3.40833 0.15 -0.01 0.06 -0.01
H -1.48952 -7.62051 2.95199 -0.04 -0.06 0.01 0.03
H 1.05067 -5.53153 0.81682 0.00 -0.05 0.01 0.00
H 2.76127 2.88518 2.41521 -0.06 0.03 0.03 0.05
H 2.84584 -1.96355 -0.49404 0.06 -0.05 -0.05 -0.02
H 1.58321 2.10339 3.46717 -0.01 -0.04 0.00 0.04
H -4.60530 -5.21293 -4.87871 -0.02 -0.02 0.00 0.10
H 0.22002 -7.30510 2.67209 0.07 -0.04 0.00 0.03
H -1.17122 -6.85898 6.00367 -0.08 -0.07 0.02 0.03
H -3.75961 -5.75781 -0.71758 0.00 -0.01 0.01 0.10
H 3.91993 -0.94424 2.45454 0.05 -0.04 -0.06 0.02
H 3.78757 0.23739 -0.17479 0.03 -0.05 -0.02 0.02
H 3.71487 -6.61063 0.51132 0.01 -0.07 0.03 0.03
H -5.09759 -6.33833 -2.72516 -0.01 -0.01 0.01 0.10
H 3.69657 -6.00272 -1.14216 -0.03 -0.02 -0.08 0.03
H 4.54504 -2.48058 -0.62446 0.07 0.02 0.00 0.03
H 3.32847 -3.11563 -1.73626 -0.03 -0.02 -0.09 0.04
H 0.91289 -4.41601 -0.53571 -0.01 -0.04 -0.04 0.01
H -1.00248 -6.47431 1.70879 -0.03 0.03 -0.04 0.02
H 4.22713 1.73190 0.69283 0.01 0.00 -0.03 0.05
H -2.78097 -4.18483 3.12456 0.01 0.02 -0.06 0.00
H -3.02619 -0.52522 0.85028 0.09 -0.22 0.05 0.14
H 3.27215 -2.92106 2.58752 -0.07 0.07 0.06 0.00
H -0.64235 -4.26022 -5.26822 0.01 0.01 0.01 0.11
H 1.06703 2.71559 1.87858 0.02 0.01 -0.05 0.01
H 3.61014 -4.62094 2.88513 0.01 -0.11 0.04 0.03

# 6
23
Properties=species:S:1:pos:R:3:forces:R:3:lowdin_charge:R:1 method="wB97M-V/def2-TZVPD" multiplicity=2 charge=+1 e_tot_ev=-12014.41601
O 0.97982 3.32275 -0.00542 0.30 0.63 -0.30 -0.06
O 2.44452 1.07754 -0.41680 0.41 -0.31 -0.19 -0.08
O -1.11883 1.57486 -0.65955 0.09 -0.03 -0.08 -0.07
N -0.07526 -2.33477 0.52801 0.04 2.27 -1.47 0.13
C -1.38548 -1.83992 0.18229 -1.44 0.52 -0.32 -0.15
C -1.72480 -0.42076 0.67111 1.70 -0.50 1.21 -0.12
C -0.63346 0.61866 0.28531 -2.09 -0.24 -0.88 -0.23
C 0.71201 -2.93994 -0.48969 1.85 -1.78 0.91 -0.01
H 1.27163 -2.21274 -1.09693 -0.63 0.44 -0.14 0.14
H -0.35361 1.14838 1.18931 0.71 -0.11 -0.08 0.12
H 3.37980 1.13015 -0.19127 0.01 -0.13 0.03 0.05
H -2.07205 1.54127 -0.77765 -0.02 0.01 0.17 0.10
H 0.20046 3.02551 -0.49140 -0.11 -0.10 0.42 0.02
H -2.18501 -2.49534 0.54709 0.22 -0.40 -0.03 0.16
H -1.46460 -1.82021 -0.90137 0.15 -0.56 -0.33 0.15
H 2.30812 1.87699 -0.94695 -0.29 0.03 0.32 0.04
H -1.74780 -0.51128 1.76361 -0.39 0.39 -0.05 0.13
H 0.24746 -3.74080 -1.05172 -0.63 0.44 -0.24 0.12
H 1.57972 -3.42698 -0.00655 -0.25 0.07 0.17 0.13
H 0.12086 0.08676 -0.28533 0.89 0.26 0.60 0.09
H 0.45748 -1.62333 1.04859 0.00 -0.71 0.54 0.18
H -2.70027 -0.12980 0.31417 -0.36 -0.13 -0.06 0.12
H 1.01775 2.88228 0.84777 -0.18 -0.04 -0.20 0.03